[1]
{"formula": "C5H10O2", "method": "ωB97M-V with the def2-TZVPD basis set", "energy_ha": -346.85385, "mol_weight_g_mol": 102.1, "relative_energy_kj_mol": 450.48, "orbital_gap_ev": 8.58, "homo_energy_ev": -9.04, "symbols": ["C", "C", "C", "C", "O", "C", "O", "H", "H", "H", "H", "H", "H", "H", "H", "H", "H"], "xyz": [[-1.5151, -1.4083, -0.0050], [-0.5409, -0.2644, 0.2081], [0.9196, -0.6007, -0.1524], [1.7448, 0.7106, -0.1244], [0.9741, 1.7699, 0.4289], [-0.8994, 1.0320, -0.3948], [-0.6114, 0.3013, 1.4689], [-1.4983, -1.7754, -1.0362], [-1.2399, -2.2250, 0.6695], [-2.5314, -1.0941, 0.2497], [0.9807, -1.0879, -1.1324], [1.2745, -1.3133, 0.5981], [2.0305, 1.0287, -1.1336], [2.6734, 0.5914, 0.4469], [0.4816, 1.3421, 1.2093], [-1.8263, 1.4819, -0.0577], [-0.4166, 1.5111, -1.2427]], "atomic_forces_ev_per_a": [[-0.066, -0.086, -0.045], [-0.100, -0.006, -0.280], [0.057, -0.094, 0.009], [0.131, -0.129, -0.172], [0.052, 0.153, 0.057], [-0.022, 0.013, -0.153], [-0.032, 0.090, 0.252], [-0.001, 0.012, 0.096], [0.004, 0.074, -0.068], [0.156, 0.004, -0.025], [0.006, 0.080, 0.106], [-0.048, 0.098, -0.089], [-0.067, -0.091, 0.111], [-0.153, -0.023, -0.049], [-0.002, 0.098, -0.008], [0.052, -0.148, 0.027], [0.032, -0.046, 0.231]], "nbo_charge": [-0.6133, 0.1316, -0.4460, -0.0819, -0.6858, 0.0445, -0.7182, 0.2057, 0.2247, 0.2202, 0.2083, 0.2239, 0.1756, 0.1900, 0.5121, 0.2124, 0.1962]}

***

[2]
{"formula": "C5H10O2", "method": "ωB97M-V with the def2-TZVPD basis set", "energy_ha": -346.96733, "smiles": "C=CCC.O=CO", "mol_weight_g_mol": 102.1, "relative_energy_kj_mol": 152.54, "orbital_gap_ev": 10.47, "homo_energy_ev": -9.59, "symbols": ["C", "C", "C", "C", "H", "H", "H", "H", "H", "H", "H", "H", "O", "C", "O", "H", "H"], "xyz": [[-1.5604, -0.9776, 0.4123], [-0.3624, -0.9977, -0.1664], [-0.0215, -0.3016, -1.4584], [1.4446, 0.1119, -1.5905], [-1.7505, -1.4854, 1.3534], [-2.3827, -0.4055, -0.0180], [0.4394, -1.5797, 0.2937], [-0.6643, 0.5806, -1.5846], [-0.2780, -0.9952, -2.2701], [1.6504, 0.4941, -2.5959], [1.7018, 0.8930, -0.8687], [2.1104, -0.7424, -1.4216], [-0.7404, 0.6218, 3.0369], [-0.4712, 1.1846, 2.0097], [0.7506, 1.1977, 1.4532], [-1.1742, 1.7608, 1.3916], [1.3084, 0.6405, 2.0234]], "atomic_forces_ev_per_a": [[0.202, -0.023, -0.091], [-0.272, -0.074, 0.042], [-0.091, -0.036, -0.080], [0.061, -0.002, 0.002], [0.000, -0.005, -0.202], [0.119, -0.095, 0.067], [-0.116, 0.076, -0.057], [0.040, -0.209, 0.013], [0.080, 0.139, -0.012], [-0.035, -0.042, 0.157], [-0.035, -0.144, -0.116], [-0.089, 0.099, -0.014], [0.082, 0.323, -0.391], [-0.094, -0.127, 0.307], [0.046, 0.050, 0.321], [0.100, -0.041, 0.155], [0.002, 0.111, -0.100]], "nbo_charge": [-0.4228, -0.1617, -0.4479, -0.6039, 0.2120, 0.1892, 0.1903, 0.2041, 0.2142, 0.2104, 0.2157, 0.1993, -0.5884, 0.6594, -0.6854, 0.1232, 0.4920]}

***

[3]
{"formula": "C5H10O2", "method": "ωB97M-V with the def2-TZVPD basis set", "energy_ha": -346.80580, "mol_weight_g_mol": 102.1, "relative_energy_kj_mol": 576.63, "orbital_gap_ev": 8.24, "homo_energy_ev": -7.45, "symbols": ["C", "O", "C", "C", "C", "C", "O", "H", "H", "H", "H", "H", "H", "H", "H", "H", "H"], "xyz": [[-0.0941, 0.0775, 2.4341], [0.0350, -0.1775, 1.0354], [-0.8168, 0.8874, 0.0832], [1.1824, 0.3936, 0.2479], [0.2699, 0.5648, -0.9531], [0.1935, -0.7101, -1.8098], [-1.0042, -0.7774, -2.5504], [-1.1372, -0.1124, 2.7097], [0.1419, 1.1244, 2.6278], [0.5597, -0.6084, 2.9786], [-1.7884, 0.3963, -0.0622], [1.4966, 1.3646, 0.6505], [1.9881, -0.3426, 0.2533], [0.4642, 1.4358, -1.5864], [1.0064, -0.7279, -2.5482], [0.3133, -1.6018, -1.1699], [-1.7189, -0.6653, -1.9079]], "atomic_forces_ev_per_a": [[0.124, 0.068, 0.167], [0.151, 0.404, -0.065], [-0.458, 0.077, -0.323], [0.092, -0.293, 0.185], [0.056, 0.239, -0.033], [0.238, 0.013, 0.192], [-0.253, 0.016, 0.114], [0.261, 0.014, -0.205], [0.008, -0.048, 0.055], [-0.001, 0.130, -0.054], [0.024, -0.340, -0.091], [-0.220, -0.382, 0.166], [-0.018, 0.031, -0.134], [0.182, -0.124, 0.113], [-0.117, 0.047, 0.181], [-0.086, 0.150, -0.085], [0.017, -0.003, -0.184]], "nbo_charge": [-0.2406, -0.4307, -0.2796, -0.0448, -0.3650, -0.0686, -0.7126, 0.2100, 0.2019, 0.1892, 0.1209, 0.2155, 0.1924, 0.2216, 0.1766, 0.1500, 0.4639]}

***

[4]
{"formula": "C5H10O2", "method": "ωB97M-V with the def2-TZVPD basis set", "energy_ha": -346.84071, "mol_weight_g_mol": 102.1, "relative_energy_kj_mol": 484.98, "orbital_gap_ev": 9.11, "homo_energy_ev": -8.25, "symbols": ["C", "O", "C", "C", "C", "C", "O", "H", "H", "H", "H", "H", "H", "H", "H", "H", "H"], "xyz": [[0.0660, 1.9582, -1.3216], [-0.7083, 0.8350, -0.9417], [-0.9837, 0.8043, 0.3983], [-1.5558, -0.5562, 0.7190], [-0.1094, -0.7490, 1.0465], [0.7699, -1.5008, 0.0828], [2.1471, -1.3378, 0.3603], [1.1233, 1.8130, -1.0496], [-0.3035, 2.8648, -0.8316], [-0.0123, 2.0482, -2.4076], [0.1304, 0.5692, 1.0255], [-2.2563, -0.6032, 1.5508], [-1.9091, -1.0976, -0.1597], [0.1398, -0.8628, 2.1023], [0.5768, -2.5763, 0.1662], [0.5146, -1.1976, -0.9444], [2.3704, -0.4116, 0.2044]], "atomic_forces_ev_per_a": [[0.176, 0.192, -0.128], [-0.084, 0.030, 0.071], [-0.243, -0.049, -0.130], [-0.134, -0.051, 0.018], [0.081, -0.221, 0.125], [-0.354, -0.071, -0.058], [0.145, 0.259, -0.045], [-0.183, 0.022, -0.038], [0.047, -0.136, -0.090], [0.029, 0.018, 0.161], [0.222, -0.036, 0.074], [0.149, 0.031, -0.148], [0.077, 0.067, 0.123], [-0.045, 0.011, -0.145], [-0.008, 0.157, 0.002], [0.070, -0.069, 0.170], [0.054, -0.156, 0.039]], "nbo_charge": [-0.2467, -0.5473, 0.0707, -0.4894, -0.3049, -0.0889, -0.7095, 0.1599, 0.1934, 0.1935, 0.2393, 0.2248, 0.2272, 0.2390, 0.1935, 0.1842, 0.4612]}

***

[5]
{"formula": "C5H10O2", "method": "ωB97M-V with the def2-TZVPD basis set", "energy_ha": -346.91109, "smiles": "COCC[C@@H]1CO1", "mol_weight_g_mol": 102.1, "relative_energy_kj_mol": 300.20, "orbital_gap_ev": 10.77, "homo_energy_ev": -9.81, "symbols": ["C", "O", "C", "C", "C", "C", "O", "H", "H", "H", "H", "H", "H", "H", "H", "H", "H"], "xyz": [[-0.7937, 1.3748, -1.1985], [-1.5522, 0.9558, -0.0802], [-1.6131, -0.4403, 0.1734], [-0.2223, -1.0885, 0.1676], [0.7732, -0.1103, 0.7650], [2.2264, -0.2508, 0.6334], [1.5705, -0.5114, 1.8661], [0.0837, 0.7474, -1.4137], [-1.4104, 1.4173, -2.1035], [-0.4070, 2.3755, -0.9702], [-2.0614, -0.5358, 1.1702], [-2.2838, -0.9441, -0.5377], [-0.2335, -2.0151, 0.7512], [0.0630, -1.3509, -0.8580], [0.3386, 0.8808, 0.8791], [2.8692, 0.6311, 0.5999], [2.6530, -1.1354, 0.1559]], "atomic_forces_ev_per_a": [[0.051, 0.101, -0.244], [-0.121, 0.034, -0.043], [-0.034, -0.165, 0.023], [0.069, 0.026, -0.038], [-0.021, -0.032, -0.079], [0.212, 0.012, -0.163], [0.094, -0.179, 0.336], [-0.297, 0.059, 0.108], [0.015, 0.000, 0.061], [-0.228, -0.140, -0.098], [0.068, 0.138, -0.216], [0.111, 0.077, 0.015], [-0.006, 0.132, -0.084], [0.019, -0.007, 0.191], [0.450, -0.070, 0.118], [-0.180, -0.128, 0.117], [-0.203, 0.144, -0.003]], "nbo_charge": [-0.2668, -0.5449, -0.0565, -0.4777, 0.0383, -0.1137, -0.4902, 0.1714, 0.1767, 0.1935, 0.1916, 0.1697, 0.2389, 0.2077, 0.2045, 0.1802, 0.1773]}

***

[6]
{"formula": "C5H10O2", "method": "ωB97M-V with the def2-TZVPD basis set", "energy_ha": -346.92961, "smiles": "CCC(=O)CC=O.[H][H]", "mol_weight_g_mol": 102.1, "relative_energy_kj_mol": 251.59, "orbital_gap_ev": 10.35, "homo_energy_ev": -9.69, "symbols": ["C", "C", "C", "O", "C", "C", "O", "H", "H", "H", "H", "H", "H", "H", "H", "H", "H"], "xyz": [[-2.3183, -0.5588, -0.4519], [-1.1544, 0.4079, -0.6286], [0.2321, -0.2084, -0.6806], [0.4343, -1.3528, -1.0166], [1.3921, 0.7652, -0.4915], [2.4947, 0.4418, 0.5044], [2.5546, -0.4944, 1.2566], [-3.2594, -0.0599, -0.7065], [-2.1985, -1.4306, -1.0991], [-2.3963, -0.9117, 0.5814], [-1.2234, 0.8922, -1.6148], [-1.1936, 1.2246, 0.1029], [1.0482, 1.7848, -0.2708], [1.8864, 0.8099, -1.4698], [3.3090, 1.1992, 0.4850], [-0.0582, -1.0707, 1.6195], [0.4447, -1.4709, 1.2499]], "atomic_forces_ev_per_a": [[-0.020, -0.069, -0.009], [-0.016, 0.030, -0.022], [0.043, -0.266, -0.323], [-0.065, 0.529, -0.057], [0.019, -0.026, -0.088], [0.042, -0.305, 0.208], [0.006, 0.421, -0.452], [0.149, -0.103, 0.041], [-0.003, 0.104, 0.072], [0.091, 0.039, -0.168], [-0.075, 0.076, 0.093], [0.105, -0.166, -0.060], [0.052, -0.156, -0.040], [0.065, 0.107, 0.052], [-0.088, -0.064, 0.027], [-0.132, -0.145, 0.293], [-0.172, -0.005, 0.433]], "nbo_charge": [-0.6086, -0.5134, 0.6310, -0.5466, -0.6336, 0.4572, -0.4935, 0.2116, 0.2289, 0.2150, 0.2338, 0.2155, 0.2341, 0.2610, 0.1084, -0.0518, 0.0510]}